--- i ---
# C3H4O2

One molecule with the formula C3H4O2 (ωB97M-V/def2-TZVPD, OMol25).

Last column: natural (NBO) charge in e.
Positions of all 9 atoms, in Å:
C -0.632 1.027 -0.440  -0.434
C -1.063 -0.245 -0.483  0.108
C 0.988 -0.494 -0.054  0.427
O -0.232 -1.070 0.213  -0.526
O 1.867 -0.577 0.881  -0.668
H 0.006 1.304 0.386  0.205
H -1.823 -0.731 -1.070  0.199
H -0.746 1.805 -1.156  0.218
H 1.634 -1.019 1.723  0.472

Output
Orbital gap (eV): 9.284
Highest occupied orbital energy (hartree): -0.312
E_LUMO (eV): 0.785


--- ii ---
# C3H4O2

A 2-piece molecular cluster, C3H4O2 overall (ωB97M-V/def2-TZVPD, OMol25).

Last column: natural (NBO) charge in e.
Positions of all 9 atoms, in Å:
C 1.398 0.525 0.456  -0.249
C -2.273 0.320 -0.276  0.640
C 2.543 0.764 0.218  -0.213
O -2.493 1.443 0.034  -0.537
O -2.107 -0.672 0.603  -0.685
H 0.399 0.336 0.727  0.232
H -2.175 -0.006 -1.333  0.091
H 3.541 0.993 -0.012  0.227
H -2.034 -1.544 0.202  0.494

Output
Orbital gap (eV): 11.267
Highest occupied orbital energy (hartree): -0.396
SMILES: O=CO.C#C
E_LUMO (eV): 0.498


Preferred: ii; penalty for the next structure: 1.641 eV.


--- i ---
# C2H6N2O

A 2-piece molecular cluster, C2H6N2O overall (ωB97M-V/def2-TZVPD, OMol25).

Last column: natural (NBO) charge in e.
Positions of all 11 atoms, in Å:
O 1.619 4.911 1.583  -0.500
C 2.040 3.726 1.440  0.230
H 2.150 3.192 2.367  0.132
H 2.012 3.259 0.432  0.139
N -1.074 -2.380 0.150  -0.800
C -0.930 -2.273 -1.237  0.417
N -1.176 -1.195 -2.043  -0.945
H -0.720 -1.576 0.675  0.403
H -0.948 -3.321 0.592  0.392
H -0.789 -3.314 -1.594  0.116
H -2.183 -1.029 -2.365  0.417

Output
Orbital gap (eV): 8.584
Highest occupied orbital energy (hartree): -0.298
SMILES: [H]/N=C\N.C=O
E_LUMO (eV): 0.483


--- ii ---
# C2H6N2O

A 2-piece molecular cluster, C2H6N2O overall (ωB97M-V/def2-TZVPD, OMol25).

Last column: natural (NBO) charge in e.
Positions of all 11 atoms, in Å:
C -0.747 -0.225 2.337  -0.008
N -0.229 0.733 1.679  -0.642
H -0.055 -0.757 2.991  0.159
H -1.771 -0.601 2.332  0.153
H -0.915 1.474 1.506  0.341
C 0.922 -0.453 -2.310  0.538
N 0.229 0.093 -1.253  -0.828
O 1.978 -1.026 -2.297  -0.574
H 0.176 -0.409 -3.113  0.082
H 0.796 0.303 -0.432  0.398
H -0.385 0.868 -1.440  0.381

Output
Orbital gap (eV): 10.836
Highest occupied orbital energy (hartree): -0.367
SMILES: NC=O.C=N
E_LUMO (eV): 0.840


Preferred: ii; penalty for the next structure: 2.299 eV.


--- i ---
# CCl2O2S

One molecule with the formula CCl2O2S (ωB97M-V/def2-TZVPD, OMol25).

Last column: natural (NBO) charge in e.
Positions of all 6 atoms, in Å:
C -1.551 -1.043 0.120  0.267
O -0.282 -0.896 0.257  -0.658
O 0.735 1.378 0.814  -0.823
S 0.685 0.522 -0.336  1.498
Cl 2.679 -0.317 -0.316  -0.250
Cl -2.266 0.355 -0.540  -0.035

Output
Orbital gap (eV): 8.394
Highest occupied orbital energy (hartree): -0.354
E_LUMO (eV): -1.230


--- ii ---
# CCl2O2S

A 2-piece molecular cluster, CCl2O2S overall (ωB97M-V/def2-TZVPD, OMol25).

Last column: natural (NBO) charge in e.
Positions of all 6 atoms, in Å:
C 1.983 0.750 -0.049  0.406
O 0.945 0.040 0.019  -0.510
O -1.745 -1.405 -1.022  -0.835
S -1.577 -0.423 -0.048  1.075
Cl 1.838 2.320 -0.573  0.059
Cl -1.444 -1.281 1.673  -0.195

Output
Orbital gap (spin up / spin down) (eV): 9.525 / 6.238
Highest occupied orbital energy (spin up / spin down) (hartree): -0.374 / -0.305
E_LUMO (spin up / spin down) (eV): -0.646 / -2.071


Preferred: i; penalty for the next structure: 0.243 eV.


--- i ---
# C19H23NO2

One molecule with the formula C19H23NO2 (ωB97M-V/def2-TZVPD, OMol25).

Last column: natural (NBO) charge in e.
Positions of all 45 atoms, in Å:
C -5.384 -0.863 -2.013  -0.252
H -4.828 -0.298 -2.768  0.176
O -4.524 -1.440 -1.061  -0.492
C -3.746 -0.615 -0.304  0.298
C -2.913 -1.246 0.622  -0.255
C -2.083 -0.503 1.432  -0.193
C -2.055 0.886 1.350  -0.068
C -2.891 1.504 0.434  -0.134
C -3.732 0.771 -0.388  -0.323
H -4.366 1.294 -1.087  0.219
H -2.895 2.582 0.356  0.203
C -1.099 1.674 2.199  -0.410
H -1.417 2.716 2.259  0.208
H -1.086 1.263 3.211  0.215
C 0.325 1.606 1.622  -0.402
C 0.415 2.356 0.298  -0.506
C 1.724 2.277 -0.473  0.686
O 1.870 2.863 -1.526  -0.636
N 2.713 1.543 0.092  -0.623
H 2.493 0.966 0.886  0.401
C 3.890 1.163 -0.654  -0.212
H 4.166 2.006 -1.290  0.232
H 4.694 0.962 0.058  0.195
C 3.625 -0.078 -1.530  -0.437
C 2.987 -1.165 -0.714  -0.028
C 1.602 -1.278 -0.661  -0.230
C 1.000 -2.232 0.141  -0.200
C 1.778 -3.085 0.904  -0.227
C 3.159 -2.983 0.857  -0.221
C 3.758 -2.027 0.055  -0.177
H 4.836 -1.952 0.021  0.202
H 3.771 -3.650 1.447  0.212
H 1.312 -3.831 1.531  0.213
H -0.077 -2.305 0.168  0.218
H 0.990 -0.614 -1.255  0.217
H 4.570 -0.416 -1.956  0.217
H 2.958 0.215 -2.343  0.225
H 0.204 3.417 0.455  0.230
H -0.357 1.983 -0.382  0.238
H 1.023 2.037 2.343  0.207
H 0.573 0.550 1.477  0.204
H -1.445 -1.006 2.146  0.211
H -2.941 -2.322 0.684  0.223
H -5.895 -1.697 -2.492  0.201
H -6.125 -0.208 -1.542  0.175

Output
Orbital gap (eV): 9.231
Highest occupied orbital energy (hartree): -0.310
SMILES: COc1ccc(CCCC(=O)NCCc2ccccc2)cc1
E_LUMO (eV): 0.787


--- ii ---
# C19H23NO2

One molecule with the formula C19H23NO2 (ωB97M-V/def2-TZVPD, OMol25).

Last column: natural (NBO) charge in e.
Positions of all 45 atoms, in Å:
C 1.032 1.337 3.484  -0.252
H 1.888 1.010 2.886  0.178
O -0.112 1.520 2.688  -0.509
C -0.615 0.452 2.015  0.386
C -1.766 0.692 1.263  -0.264
C -2.372 -0.329 0.564  -0.197
C -1.854 -1.621 0.583  -0.076
C -0.704 -1.849 1.327  -0.167
C -0.086 -0.834 2.040  -0.352
H 0.795 -1.062 2.620  0.222
H -0.286 -2.846 1.367  0.206
C -2.502 -2.734 -0.191  -0.415
H -2.538 -3.634 0.428  0.215
H -3.527 -2.456 -0.441  0.208
C -1.746 -3.068 -1.487  -0.390
C -1.687 -1.885 -2.467  -0.508
C -0.276 -1.430 -2.812  0.684
O 0.103 -1.260 -3.953  -0.628
N 0.509 -1.200 -1.739  -0.648
H 0.140 -1.327 -0.807  0.414
C 1.867 -0.717 -1.864  -0.216
H 2.539 -1.568 -2.045  0.195
H 1.913 -0.068 -2.744  0.224
C 2.327 0.017 -0.610  -0.432
C 1.723 1.379 -0.377  -0.035
C 0.512 1.776 -0.927  -0.226
C -0.015 3.025 -0.642  -0.192
C 0.656 3.894 0.198  -0.219
C 1.869 3.513 0.744  -0.225
C 2.396 2.269 0.454  -0.165
H 3.349 1.980 0.878  0.196
H 2.407 4.186 1.395  0.210
H 0.239 4.864 0.424  0.212
H -0.958 3.315 -1.081  0.210
H -0.031 1.117 -1.585  0.223
H 3.414 0.124 -0.660  0.222
H 2.106 -0.614 0.259  0.211
H -2.203 -1.022 -2.041  0.222
H -2.179 -2.134 -3.407  0.238
H -0.736 -3.400 -1.238  0.204
H -2.248 -3.911 -1.966  0.216
H -3.275 -0.123 0.008  0.213
H -2.168 1.692 1.255  0.228
H 1.250 2.313 3.914  0.203
H 0.850 0.618 4.290  0.175

Output
Orbital gap (eV): 9.178
Highest occupied orbital energy (hartree): -0.312
SMILES: COc1ccc(CCCC(=O)NCCc2ccccc2)cc1
E_LUMO (eV): 0.694


Preferred: i; penalty for the next structure: 0.067 eV.


--- i ---
# C7H7N

A 2-piece molecular cluster, C7H7N overall (ωB97M-V/def2-TZVPD, OMol25).

Last column: natural (NBO) charge in e.
Positions of all 15 atoms, in Å:
C 1.048 0.489 -0.056  0.018
C 1.522 1.443 -0.896  -0.263
C 0.495 1.813 -1.824  -0.166
C -0.713 1.241 -1.948  -0.285
C -0.934 0.112 -1.052  0.069
C -0.586 -3.238 3.313  -0.286
C -0.475 -2.353 2.562  -0.271
H 1.459 0.296 0.892  0.190
H 2.521 1.744 -0.804  0.235
H 0.639 2.739 -2.427  0.210
H -1.534 1.845 -2.550  0.241
H -1.885 -0.280 -0.970  0.185
H -0.829 -4.433 3.653  0.266
H -0.585 -1.262 2.086  0.282
N -0.140 -0.157 0.021  -0.427

Output
Orbital gap (eV): 10.462
Highest occupied orbital energy (hartree): -0.363
SMILES: c1ccncc1.C#C
E_LUMO (eV): 0.573


--- ii ---
# C7H7N

One molecule with the formula C7H7N (ωB97M-V/def2-TZVPD, OMol25).

Last column: natural (NBO) charge in e.
Positions of all 15 atoms, in Å:
C -0.343 2.065 -0.979  -0.361
C 0.431 1.433 0.015  -0.233
C 0.203 0.197 0.861  -0.110
C 1.275 0.156 1.781  -0.321
C -0.548 -0.869 0.271  -0.245
C -1.119 -1.620 1.222  -0.282
C -0.339 -1.104 -1.126  0.270
H 0.305 3.117 -1.385  0.192
H -1.228 1.795 -1.559  0.207
H 1.183 2.110 0.099  0.206
H 2.259 1.031 1.565  0.219
H 1.785 -0.671 2.538  0.233
H -1.785 -2.594 0.879  0.232
H -1.251 -0.953 2.171  0.241
N 0.195 -0.769 -2.369  -0.248

Output
Orbital gap (eV): 8.181
Highest occupied orbital energy (hartree): -0.327
SMILES: C=CC(=C)C(=C)C#N
E_LUMO (eV): -0.707


--- iii ---
# C7H7N

C7H7N as an isolated structure (ωB97M-V/def2-TZVPD, OMol25).

Last column: natural (NBO) charge in e.
Positions of all 15 atoms, in Å:
C 3.000 0.087 0.069  -0.216
C 1.859 0.183 0.015  -0.043
C 0.355 0.209 0.330  -0.009
C -0.059 -0.744 -0.858  -0.351
C -1.340 -0.791 -0.050  -0.075
C -1.779 0.798 -0.171  -0.209
C -0.549 1.414 0.184  -0.228
H 4.148 -0.021 0.084  0.251
H -0.127 -0.205 -1.837  0.194
H 0.351 -1.605 -1.195  0.224
H -2.201 -1.429 -0.144  0.210
H -0.604 -0.668 2.214  0.380
H -2.804 1.202 -0.211  0.227
H 0.176 2.430 0.410  0.262
N -0.426 -0.860 1.160  -0.618

Output
Orbital gap (eV): 9.784
Highest occupied orbital energy (hartree): -0.321
E_LUMO (eV): 1.060


Preferred: i; penalty for the next structure: 2.819 eV.


--- i ---
# C7H12N2O

One molecule with the formula C7H12N2O (ωB97M-V/def2-TZVPD, OMol25).

Last column: natural (NBO) charge in e.
Positions of all 22 atoms, in Å:
C 1.491 -1.627 1.434  -0.621
C 0.283 -1.214 2.282  -0.394
C -1.119 -1.339 1.681  -0.395
C -1.481 -0.016 1.157  -0.459
C -0.707 0.493 0.035  0.226
C -0.899 0.168 -1.303  -0.418
C 0.179 0.764 -2.118  0.609
H 1.738 -0.986 0.585  0.201
H 1.294 -2.621 0.861  0.214
H 2.343 -1.597 2.232  0.215
H 0.271 -1.828 3.133  0.197
H 0.511 -0.333 2.712  0.184
H -1.080 -2.277 1.168  0.219
H -1.564 -1.515 2.651  0.214
H -2.481 -0.004 0.935  0.234
H -1.494 0.623 2.035  0.221
H -1.652 -0.405 -1.732  0.222
H 1.291 2.282 -1.390  0.391
H 1.116 1.072 0.871  0.389
N 0.929 1.326 -1.097  -0.455
N 0.379 1.299 0.093  -0.388
O 0.509 0.729 -3.255  -0.606

Output
Orbital gap (eV): 9.284
Highest occupied orbital energy (hartree): -0.312
SMILES: CCCCc1cc(=O)[nH][nH]1
E_LUMO (eV): 0.782


--- ii ---
# C7H12N2O

One molecule with the formula C7H12N2O (ωB97M-V/def2-TZVPD, OMol25).

Last column: natural (NBO) charge in e.
Positions of all 22 atoms, in Å:
C -2.506 1.624 0.000  -0.081
C -1.178 1.691 -0.325  -0.106
C -1.653 -0.335 0.355  0.358
C -1.531 -1.723 0.821  -0.665
C 1.006 0.156 -2.164  -0.644
C 1.538 0.610 1.444  -0.264
C 0.721 -0.090 -0.646  0.273
N -2.715 0.380 0.441  -0.480
N -0.626 0.427 -0.226  -0.391
O 1.627 0.766 0.071  -0.531
H -3.216 2.447 -0.102  0.212
H -0.745 2.356 -1.042  0.206
H -2.339 -1.926 1.540  0.254
H -1.751 -2.476 0.093  0.226
H -0.541 -1.768 1.112  0.211
H 1.111 1.230 -2.535  0.233
H 1.928 -0.439 -2.363  0.225
H 0.158 -0.118 -2.839  0.228
H 1.535 1.556 1.915  0.191
H 2.372 0.024 1.905  0.179
H 0.428 0.240 1.674  0.176
H 0.670 -1.143 -0.473  0.187

Output
Orbital gap (eV): 9.275
Highest occupied orbital energy (hartree): -0.309
SMILES: CO[C@H](C)n1ccnc1C
E_LUMO (eV): 0.866


--- iii ---
# C7H12N2O

One molecule with the formula C7H12N2O (ωB97M-V/def2-TZVPD, OMol25).

Last column: natural (NBO) charge in e.
Positions of all 22 atoms, in Å:
C 1.121 -0.433 2.236  0.405
C -1.542 -0.964 0.218  -0.446
C -1.201 -0.478 1.602  -0.220
C -0.827 -0.047 -0.773  0.056
C 0.550 0.261 -0.145  0.241
C 1.587 -0.770 -0.525  -0.659
C 1.198 1.643 -0.347  -0.666
N 2.000 -0.687 2.943  -0.406
N 0.163 0.047 1.514  -0.518
O -1.618 1.076 -0.918  -0.717
H -1.157 -2.014 0.049  0.206
H -2.631 -1.246 0.052  0.246
H -1.809 0.423 1.773  0.208
H -1.142 -1.357 2.386  0.235
H -0.551 -0.435 -1.869  0.193
H 2.387 -0.614 0.166  0.233
H 1.864 -0.628 -1.552  0.224
H 1.056 -1.693 -0.482  0.218
H 0.599 2.330 0.319  0.219
H 1.196 1.963 -1.429  0.238
H 2.173 1.295 0.028  0.237
H -1.238 1.831 -0.426  0.473

Output
Orbital gap (eV): 9.810
Highest occupied orbital energy (hartree): -0.339
SMILES: CC1(C)[C@H](O)CCN1C#N
E_LUMO (eV): 0.595


Preferred: ii; penalty for the next structure: 0.564 eV.